DFT (the ωB97M-V functional and the def2-TZVPD basis) results for an isolated molecule of C3H6IO2P.

Output
Kohn-Sham gap: 0.3279 hartree
HOMO energy: -8.60 eV
LUMO: 0.322 eV
Total energy: -24691.5351 eV

The geometry in ORCA input format:
```
! RIJCOSX wB97M-V def2-TZVPD def2/J DEFGRID3
* xyz 0 1
C 1.185 0.136 0.100
C -1.657 -0.768 0.788
C 1.177 1.600 -0.567
O 1.585 0.069 1.216
O -0.656 -1.777 0.736
P 0.622 -1.894 -0.235
I -0.249 -1.759 -2.528
H -1.943 -0.405 -0.255
H -1.148 0.123 1.216
H -2.426 -1.012 1.634
H 1.987 2.278 -0.354
H 0.259 1.973 -0.110
H 1.264 1.436 -1.640
*
```

=====

DFT (the ωB97M-V functional and the def2-TZVPD basis) results for a structure of composition C32H37Cl2N6O2PbS.

Output
Kohn-Sham gap (spin up / spin down): 0.1431 / 0.1863 hartree
HOMO energy (spin up / spin down): -9.41 / -9.42 eV
LUMO (spin up / spin down): -5.512 / -4.346 eV
Total energy: -87935.5300 eV

The geometry in ORCA input format:
```
! RIJCOSX wB97M-V def2-TZVPD def2/J DEFGRID3
* xyz 1 1
Pb -0.136 0.086 -0.097
C -2.618 2.012 1.433
C -2.150 1.345 2.755
C -1.963 -0.156 2.721
N -0.717 -0.655 2.149
C 0.324 -0.806 2.907
C 0.418 -0.300 4.200
C 1.333 -0.564 5.269
C 2.414 -1.442 5.270
C 3.039 -2.035 4.153
C 2.722 -1.985 2.826
C 1.570 -1.360 2.269
N 1.366 -1.456 0.944
C 2.324 -2.216 0.219
C 1.766 -2.432 -1.234
C 0.363 -2.995 -1.153
N -0.637 -1.995 -1.139
C -1.935 -2.141 -1.456
C -2.405 -3.523 -1.782
C -3.471 -3.851 -2.618
C -4.236 -3.018 -3.361
C -4.199 -1.599 -3.687
C -3.557 -0.754 -2.879
C -2.851 -1.010 -1.542
N -2.778 -0.224 -0.604
C -3.677 0.909 -0.648
C -3.912 1.472 0.767
H -1.867 2.006 0.674
H -2.673 3.094 1.579
H -2.777 1.718 3.619
H -1.225 1.810 3.203
H -2.741 -0.597 2.039
H -2.152 -0.599 3.629
H -0.475 0.287 4.429
H 1.029 0.081 6.049
H 2.953 -1.525 6.222
H 3.977 -2.480 4.501
H 3.423 -2.202 2.056
H 2.336 -3.254 0.713
H 3.319 -1.729 0.144
H 2.370 -3.208 -1.773
H 1.723 -1.499 -1.808
H 0.289 -3.645 -0.249
H 0.264 -3.645 -2.038
H -1.754 -4.356 -1.647
H -3.669 -4.952 -2.730
H -5.060 -3.525 -3.933
H -4.842 -1.368 -4.544
H -3.601 0.314 -3.213
H -4.624 0.691 -1.267
H -3.201 1.721 -1.158
H -4.331 0.699 1.374
H -4.701 2.241 0.666
Cl 2.700 3.865 -5.871
C 1.614 2.974 -4.961
C 0.723 3.821 -4.100
C -0.112 3.112 -3.308
Cl -1.419 4.113 -2.586
C -0.305 1.718 -3.348
O -1.266 1.171 -2.636
C 0.599 0.977 -4.090
C 0.388 -0.501 -4.263
O -0.471 -1.188 -3.878
C 1.564 1.662 -4.954
H 0.668 4.980 -4.128
H 1.155 -1.014 -4.807
H 2.366 0.990 -5.441
C 4.336 1.223 2.632
N 3.557 0.991 1.416
C 3.071 1.840 0.562
S 2.870 1.524 -1.053
N 2.621 3.013 1.160
C 2.027 2.970 2.452
H 4.923 2.151 2.480
H 5.076 0.390 2.853
H 3.705 1.245 3.562
H 3.771 0.136 0.936
H 2.062 3.547 0.568
H 2.643 3.325 3.314
H 1.610 1.964 2.689
H 1.138 3.615 2.578
*
```